{"formula": "C7H14N3", "method": "ωB97M-V with the def2-TZVPD basis set", "multiplicity": 3, "e_above_lowest_kcal_mol": 43.1, "total_energy_ev": -11943.09248, "e_homo_ev": [-10.00, -12.75], "charge": 1, "elements": ["C", "C", "C", "C", "C", "C", "C", "N", "N", "N", "H", "H", "H", "H", "H", "H", "H", "H", "H", "H", "H", "H", "H", "H"], "positions_angstrom": [[-1.122, 1.952, 0.993], [-1.289, 0.528, 1.054], [0.356, 0.605, -1.115], [0.423, 2.138, -0.772], [0.206, -0.208, 0.201], [-0.520, -2.269, -1.225], [0.232, -1.778, 0.019], [-0.293, 2.592, 0.287], [-2.116, -0.113, 1.609], [1.412, 0.138, 1.021], [-1.504, 2.579, 1.923], [-0.573, 0.404, -1.818], [1.328, 0.385, -1.731], [1.427, 2.429, -0.487], [0.169, 2.812, -1.717], [-0.112, -2.012, -2.273], [-1.582, -1.923, -1.087], [-0.505, -3.287, -1.025], [1.247, -2.107, -0.025], [-0.317, -2.131, 0.891], [-2.350, -1.105, 1.498], [2.053, -0.744, 0.898], [1.281, 0.210, 2.041], [2.150, 0.904, 0.843]], "forces_ev_per_a": [[-2.4, 1.1, 4.4], [6.4, 1.6, -3.4], [-1.0, -0.4, -1.1], [1.5, 2.2, -3.7], [-1.4, 1.2, -1.8], [-0.6, 2.3, -0.3], [-1.6, 2.7, -0.4], [-0.2, -0.5, 0.0], [-4.5, -3.7, 2.5], [4.1, -1.5, 1.3], [0.0, -1.5, -2.0], [2.0, 0.3, 1.5], [-1.7, 0.3, 1.2], [0.9, -0.2, -0.7], [0.6, -1.6, 1.5], [-0.5, -0.3, 1.9], [0.9, -0.3, -0.7], [-0.3, -2.2, -0.6], [0.9, -0.4, 0.2], [0.4, -0.6, 0.2], [0.4, 0.7, 0.2], [-1.2, 1.8, 0.6], [-0.5, -0.1, -0.3], [-2.1, -0.7, -0.5]], "mulliken_spin": [0.293, 0.141, 0.076, 0.041, 0.028, 0.001, -0.003, 0.923, 0.351, 0.002, 0.086, -0.004, 0.018, 0.013, 0.032, -0.001, 0.000, 0.000, 0.000, 0.002, 0.006, 0.000, -0.003, -0.001]}